{
  "formula": "C30H32F18N8O12S6",
  "method": "ωB97M-V/def2-TZVPD",
  "species": ["N", "H", "H", "H", "H", "C", "N", "C", "C", "C", "C", "C", "C", "C", "C", "N", "C", "C", "C", "H", "H", "H", "H", "H", "H", "H", "H", "H", "H", "H", "H", "H", "H", "C", "N", "C", "C", "C", "C", "C", "C", "C", "C", "N", "C", "C", "C", "H", "H", "H", "H", "H", "H", "H", "H", "H", "H", "H", "H", "H", "H", "C", "F", "F", "F", "S", "O", "O", "N", "S", "O", "O", "C", "F", "F", "F", "C", "F", "F", "F", "S", "O", "O", "N", "S", "O", "O", "C", "F", "F", "F", "C", "F", "F", "F", "S", "O", "O", "N", "S", "O", "O", "C", "F", "F", "F"],
  "xyz": [[-1.973797, -18.952499, 11.176806], [-2.791105, -18.824557, 10.597371], [-1.239394, -18.260729, 11.129851], [-1.639822, -19.876711, 10.943577], [-2.338703, -18.924701, 12.118171], [-4.295401, -15.256696, 2.283202], [-3.380942, -15.912765, 3.209755], [-3.480755, -17.238942, 3.462232], [-2.620422, -17.835762, 4.391142], [-1.639187, -17.063866, 5.016387], [-1.464997, -15.752210, 4.632073], [-2.355619, -15.127188, 3.716043], [-0.674260, -17.598193, 6.026842], [0.644884, -17.333972, 5.824057], [1.616873, -17.845270, 6.610476], [1.285685, -18.546401, 7.717874], [0.003793, -18.694305, 8.091210], [-0.998492, -18.331653, 7.190735], [2.359488, -19.130138, 8.474099], [-4.006473, -14.229948, 2.058678], [-5.189074, -15.050897, 2.872342], [-4.528811, -15.749954, 1.339636], [-4.283959, -17.729517, 2.932515], [-2.899111, -18.847595, 4.645948], [-0.627668, -15.142652, 4.938215], [-2.258364, -14.091759, 3.424787], [0.809856, -16.780178, 4.911649], [2.692784, -17.783263, 6.539894], [-0.151737, -19.177525, 9.044478], [-1.972816, -18.589802, 7.578611], [3.214923, -18.459866, 8.390042], [2.581806, -20.141798, 8.134668], [2.014107, -19.088409, 9.507086], [-7.039252, -12.132179, 9.887469], [-6.535816, -12.669342, 11.109302], [-6.342198, -11.817874, 12.158589], [-6.044200, -12.357413, 13.406025], [-5.553446, -13.687906, 13.508872], [-5.694246, -14.493754, 12.384604], [-6.170029, -13.963529, 11.212826], [-4.962186, -14.224634, 14.767756], [-3.646379, -14.744569, 14.647835], [-3.054131, -15.387191, 15.812990], [-3.684416, -15.282323, 17.027477], [-4.990134, -14.850164, 17.053307], [-5.657164, -14.283259, 15.969710], [-3.035882, -15.608782, 18.277418], [-7.166744, -12.892774, 9.117182], [-6.274969, -11.447876, 9.519091], [-7.923624, -11.578443, 10.202688], [-6.399512, -10.762173, 11.938103], [-6.039158, -11.660278, 14.230873], [-5.135968, -15.417958, 12.408531], [-6.329929, -14.568819, 10.332795], [-2.994203, -14.739464, 13.786994], [-2.105092, -15.888392, 15.692461], [-5.439983, -14.900140, 18.033891], [-6.663495, -13.931706, 16.143257], [-3.533401, -15.086920, 19.094876], [-1.994516, -15.304667, 18.171792], [-3.183860, -16.672680, 18.462691], [-2.408794, -15.785229, 9.307891], [-2.180865, -15.142505, 8.164800], [-3.504716, -15.345032, 9.835031], [-2.568106, -17.137567, 9.142065], [-0.932217, -15.428509, 10.579628], [-0.007480, -14.533910, 9.844019], [-1.604825, -14.838233, 11.719759], [-0.262382, -17.005676, 10.880768], [0.922278, -16.856202, 11.975075], [0.574874, -15.934189, 13.035957], [1.444948, -18.155973, 12.481937], [2.512514, -16.113576, 11.063258], [3.644087, -16.548906, 11.601090], [2.468618, -16.498493, 9.787943], [2.493818, -14.793147, 11.048757], [-1.530263, -18.564283, 14.961574], [-1.431252, -17.401682, 14.354261], [-0.585399, -19.400689, 14.504675], [-1.179945, -18.338731, 16.260435], [-3.301185, -19.211145, 14.798838], [-3.308836, -20.649986, 15.015591], [-3.958540, -18.418396, 15.863429], [-3.816130, -18.766706, 13.231413], [-5.315875, -18.552420, 13.417554], [-6.094138, -19.741375, 13.919764], [-5.687170, -17.291202, 14.062405], [-5.906164, -18.285155, 11.467115], [-5.778475, -19.446967, 10.738293], [-7.236649, -17.971745, 11.401663], [-5.316451, -17.224383, 10.949030], [0.716490, -22.450854, 11.738048], [0.014432, -21.795822, 12.658319], [1.751185, -21.608195, 11.362511], [1.307035, -23.553516, 12.152184], [-0.332909, -22.728059, 10.105520], [0.588646, -22.645188, 8.950009], [-0.942894, -24.086519, 10.307590], [-1.373638, -21.307052, 10.065468], [-2.659813, -21.845464, 9.359331], [-3.383854, -20.779353, 8.633461], [-2.674186, -23.060723, 8.529570], [-3.692551, -22.289648, 11.037428], [-3.053830, -23.195545, 11.636456], [-3.792937, -21.247200, 11.950879], [-4.970930, -22.670708, 10.662686]],
  "forces_ev_per_angstrom": [[-1.1824, -0.5774, 0.7251], [-0.0947, 0.3920, -0.4272], [0.3825, 0.8840, -0.6508], [0.5143, -1.1582, -0.0131], [-0.4313, -0.3019, 0.5228], [-1.4535, 1.3056, 0.2839], [2.1098, 1.0747, -0.4654], [0.7677, 0.9517, 0.7623], [-1.4234, 0.5381, -0.3341], [0.0694, -0.8788, 0.3480], [-1.1565, 1.9417, -1.9283], [0.0671, -3.0425, 1.2319], [-1.4805, -1.3585, 1.5949], [0.4070, 0.7957, -1.7961], [0.6303, -0.7850, 1.4353], [-0.8773, 0.7792, -1.0552], [0.4103, -0.1823, -1.2997], [0.0380, 0.3043, 0.5129], [0.4925, 0.1900, 1.3194], [0.7404, -0.2823, -0.0907], [-0.4640, -0.5068, -0.2974], [0.2857, -0.4553, 0.4003], [0.0400, -0.2617, 0.1388], [0.6118, -0.2396, 0.1530], [-0.0633, -0.0547, 0.4460], [-0.2384, -0.1080, -0.1568], [0.9908, 0.0405, 0.1210], [-0.0881, 0.4068, -0.7969], [-0.2529, -0.1978, -0.1297], [-0.3788, 0.0442, -0.7038], [0.0737, -0.3456, 0.0508], [-0.1379, 0.0435, 0.1043], [0.4061, -0.5130, 0.1288], [0.1423, 1.0380, -0.7558], [1.4915, -0.8843, 1.7628], [-0.2834, -1.5720, 0.3858], [0.7972, 0.2150, -0.6105], [-1.5812, 1.1780, 0.0418], [1.8540, 0.3742, 0.3950], [-0.8081, 0.1210, -0.1354], [1.3426, -0.2975, -1.1776], [-0.0894, -1.4456, 3.2743], [-1.9006, 1.9768, -0.9897], [-1.5729, 0.4383, -2.7543], [0.7956, 0.4400, -0.0471], [1.1648, -0.9045, 0.8377], [0.1756, -0.6797, 0.4571], [-0.4370, 0.0331, 0.3719], [-0.2090, 0.2471, -0.1700], [-0.2230, -0.1220, -0.9109], [-0.4663, 0.0305, 0.2018], [0.2685, -0.0934, 0.1784], [-0.7451, -0.5247, -0.1628], [0.0834, -0.0341, -0.0360], [-0.3907, 0.0754, -0.4532], [0.0950, 0.2142, 0.6104], [-0.0954, 0.0517, -0.0137], [-0.0417, -0.0255, -0.3079], [0.2184, 0.2069, -0.1958], [-0.0862, -0.3015, 0.3801], [0.4721, -0.0966, -0.0472], [1.8863, -1.1226, 1.0580], [-0.0593, -0.7596, 0.0927], [-1.1090, 0.6471, 0.3755], [0.1508, 1.3146, -0.4830], [1.5037, 1.2127, -0.5177], [-1.8029, -2.2517, 1.0412], [-0.0850, -0.8979, -0.9288], [0.0543, 2.9118, -0.7836], [2.7155, -1.3708, 3.2169], [0.2864, -0.0214, -1.2252], [-1.6643, 2.0711, -2.3323], [-0.8832, 0.1418, 0.3759], [-0.6789, 0.0444, 0.0395], [0.0162, -0.5831, -0.6722], [0.0494, -0.0026, 0.5533], [1.6533, -0.9537, 0.9357], [-0.0587, 0.6261, -0.8537], [-1.0725, 0.3256, -0.3471], [-1.1541, -0.2991, -0.7829], [-1.3374, -1.4879, 2.6967], [0.7127, 2.2205, -0.9798], [1.3073, -0.5974, -1.9308], [3.0840, -0.4659, 2.3115], [-6.9305, -1.3879, 0.2599], [2.3354, 3.1355, -1.7549], [0.3806, -0.2957, -1.2290], [-1.9489, -2.2062, 1.5668], [0.6105, 2.1893, 0.8051], [1.0697, -0.4242, 0.6342], [1.2866, 0.1073, -0.8770], [1.3267, 1.6904, -1.5471], [0.1198, -0.9003, -0.1044], [-1.0884, -0.5086, 0.2234], [-1.1929, 0.3529, 0.0553], [1.1298, -3.4329, -1.0422], [-1.3915, 0.6524, 2.2773], [1.4075, 4.1199, 0.0862], [2.7191, -2.7628, -0.1450], [-5.4157, -1.2143, -2.1334], [1.2672, 0.3074, 1.7793], [0.9082, 1.7856, 2.0118], [-1.9960, 2.2716, -2.1516], [0.6656, -2.1693, 1.0172], [-0.0268, -0.6317, -1.6734], [1.9640, 0.5184, 0.8182]],
  "homo_lumo_gap_ev": 6.0,
  "total_charge": 2
}